The following is a DFT calculation (ωB97M-V/def2-TZVPD) of C31H38AsN6S2Ti as an isolated structure in a non-equilibrium geometry.

## Properties
net charge = +3
frontier orbital gap = 0.26915 hartree

Each line ends with the Löwdin charge.
Atoms and positions in Å:
Ti  0.491  0.043  -0.221  0.7263
C  1.400  2.043  -2.119  -0.2245
C  0.120  1.474  -2.732  -0.1983
N  -0.794  1.186  -1.618  -0.1371
C  -2.027  0.515  -2.030  -0.1220
C  -2.497  -0.425  -0.952  -0.2501
C  -3.824  -0.835  -0.890  0.0296
C  -4.181  -1.798  0.039  0.0162
C  -3.185  -2.364  0.827  0.0304
C  -1.881  -1.903  0.703  -0.2449
C  -0.748  -2.510  1.491  -0.1237
N  0.014  -1.434  2.130  -0.1380
C  1.123  -1.838  2.938  -0.2970
C  2.301  -0.796  0.650  -0.4736
N  1.635  1.337  -0.878  -0.1605
N  -1.547  -0.907  -0.136  0.0111
H  1.297  3.128  -1.952  0.1155
H  2.244  1.915  -2.812  0.1439
H  0.354  0.527  -3.231  0.0740
H  -0.307  2.171  -3.464  0.1489
H  -1.046  2.081  -1.179  0.1357
H  -1.818  -0.110  -2.910  0.1365
H  -2.818  1.221  -2.312  0.1537
H  -4.550  -0.410  -1.567  0.1366
H  -5.207  -2.124  0.123  0.1352
H  -3.425  -3.152  1.525  0.1336
H  -0.095  -3.055  0.793  0.1181
H  -1.147  -3.225  2.225  0.1460
H  -0.644  -0.912  2.718  0.0684
H  1.366  -2.900  2.842  0.1148
H  1.001  -1.592  3.994  0.1158
H  2.394  -1.834  0.293  0.0091
H  3.197  -0.281  0.276  0.0398
H  2.532  1.632  -0.486  0.1009
S  2.688  -0.974  2.387  1.1612
C  2.585  0.664  3.154  -0.4166
C  3.671  0.866  4.002  -0.0784
C  3.787  2.028  4.744  -0.0155
C  2.785  2.982  4.666  -0.0089
C  1.711  2.785  3.812  -0.0634
C  1.588  1.635  3.024  -0.3209
As  0.029  1.579  1.809  1.3696
C  -1.403  1.027  3.035  -0.4134
C  -1.188  0.569  4.334  -0.1074
C  -2.259  0.126  5.098  -0.0396
C  -3.544  0.146  4.580  -0.0341
C  -3.764  0.614  3.292  -0.0458
C  -2.700  1.049  2.522  -0.1227
C  -0.482  3.470  1.650  -0.3678
C  -0.057  4.222  0.557  -0.1138
C  -0.468  5.538  0.411  -0.0481
C  -1.300  6.113  1.360  -0.0321
C  -1.704  5.379  2.465  -0.0345
C  -1.302  4.062  2.613  -0.1032
H  4.427  0.101  4.080  0.1133
H  4.641  2.176  5.383  0.1315
H  2.842  3.880  5.263  0.1313
H  0.929  3.538  3.756  0.1039
H  -0.182  0.582  4.752  0.1094
H  -2.093  -0.228  6.101  0.1216
H  -4.371  -0.199  5.178  0.1232
H  -4.766  0.653  2.899  0.1190
H  -2.859  1.446  1.517  0.1100
H  0.620  3.770  -0.161  0.0681
H  -0.143  6.117  -0.439  0.1193
H  -1.634  7.131  1.231  0.1246
H  -2.336  5.833  3.211  0.1233
H  -1.619  3.490  3.480  0.1104
C  2.626  -5.290  -2.382  -0.0330
N  1.982  -4.070  -1.930  -0.0320
C  1.380  -3.197  -2.728  -0.7808
N  1.367  -3.376  -4.042  0.1602
S  0.537  -1.859  -2.082  0.7603
H  3.051  -5.801  -1.524  0.1033
H  3.431  -5.062  -3.080  0.1047
H  1.906  -5.958  -2.860  0.1072
H  1.919  -3.917  -0.936  0.1188
H  1.779  -4.185  -4.482  0.1267
H  0.887  -2.717  -4.632  0.1206

***

The following is a DFT calculation (ωB97M-V/def2-TZVPD) of the molecule C5H10N2S in a non-equilibrium geometry.

## Properties
net charge = 0
frontier orbital gap = 0.33420 hartree
structure (SMILES) = [H]/N=C1\[C@@H](C)CSN1C

Each line ends with the Löwdin charge.
Atoms and positions in Å:
C  -1.580  0.838  1.031  -0.0730
C  -0.744  0.844  -0.289  -0.3984
C  0.402  1.751  -0.112  -0.4172
C  1.888  -1.780  -0.360  -0.1726
C  -0.296  -0.584  -0.513  -0.4451
H  -2.084  1.885  1.011  0.1151
H  -0.988  0.607  1.951  0.0967
H  -2.327  0.109  1.002  0.0339
H  -1.462  1.227  -1.035  0.1518
H  0.101  2.427  0.729  0.0915
H  0.693  2.326  -0.973  0.0738
H  2.129  -2.169  0.665  0.0790
H  2.834  -1.639  -0.963  0.0837
H  1.386  -2.703  -0.689  0.0583
H  -1.929  -1.572  -0.453  0.0671
N  1.109  -0.493  -0.706  -0.3842
N  -0.913  -1.722  -0.730  0.1300
S  1.782  0.648  0.437  0.9098

***

The following is a DFT calculation (ωB97M-V/def2-TZVPD) of a 2-piece molecular cluster, CClF3S overall in a non-equilibrium geometry.

## Properties
net charge = 0
frontier orbital gap (spin up / spin down) = 0.28273 / 0.27482 hartree

Each line ends with the Löwdin charge.
Atoms and positions in Å:
C  -0.662  -0.232  -0.301  -0.8572
F  -1.367  0.749  0.202  0.0977
F  -1.220  -1.453  -0.141  0.0077
F  1.729  1.344  0.749  -0.6110
S  1.394  -0.128  1.354  0.6459
Cl  0.126  -0.280  -1.863  0.7168

***

The following is a DFT calculation (ωB97M-V/def2-TZVPD) of a 2-piece molecular cluster, C6H14NO2P overall in a non-equilibrium geometry.

## Properties
net charge = 0
frontier orbital gap (spin up / spin down) = 0.29517 / 0.29347 hartree

Each line ends with the Löwdin charge.
Atoms and positions in Å:
C  0.384  -3.419  -0.242  -0.1502
C  1.356  -2.652  0.102  -0.0324
C  -2.999  0.516  0.417  -0.1272
C  2.528  2.238  1.041  -0.0544
C  -2.008  -0.551  0.083  -0.3540
C  1.529  2.126  -0.149  -0.1989
N  -1.146  -0.157  -1.078  -0.1310
O  1.044  0.371  -2.256  -0.3353
O  0.807  0.876  0.154  -0.3122
P  0.614  -0.177  -0.961  0.6336
H  0.243  -4.508  -0.191  0.0641
H  -0.530  -2.933  -0.513  0.0024
H  2.343  -2.985  0.375  0.0194
H  -2.596  1.227  1.109  0.0609
H  -3.504  0.800  -0.522  0.0862
H  -3.801  0.095  1.063  0.0772
H  2.391  3.062  1.717  0.0639
H  2.465  1.448  1.691  0.0419
H  3.479  2.460  0.590  0.0688
H  -1.203  -0.626  0.937  0.1246
H  -2.633  -1.459  -0.006  0.1040
H  2.010  2.024  -1.169  0.1077
H  0.722  2.920  -0.284  0.1376
H  -1.494  -0.696  -1.909  0.1031

***

Record-wise relative energy (zero: lowest compared OMol25 entry of this formula, charge and spin) values, in kcal per mole: 58.8; 48.7; 51.9; 89.0